Record 1
DFT (ωB97M-V/def2-TZVPD) results for a molecular structure, C25H30BBaN7OSi at a distorted geometry.

Structure (ORCA input):
```
! RIJCOSX wB97M-V def2-TZVPD def2/J DEFGRID3
* xyz -2 1
Ba -4.412 -18.318 0.852
C -2.965 -22.750 -0.233
C -3.903 -21.928 0.426
N -3.900 -20.730 -0.126
N -3.038 -20.758 -1.249
C -2.549 -22.002 -1.308
B -2.608 -19.589 -2.160
N -3.987 -18.865 -2.708
C -4.449 -18.772 -3.979
C -5.792 -18.444 -4.004
C -6.121 -18.371 -2.647
N -5.050 -18.543 -1.858
N -1.543 -18.658 -1.269
C -0.253 -18.350 -1.540
C 0.339 -17.697 -0.481
C -0.707 -17.657 0.505
N -1.804 -18.188 0.022
H -2.679 -23.754 0.009
H -4.529 -22.221 1.279
H -1.828 -22.268 -2.069
H -1.959 -19.909 -3.114
H -3.739 -18.962 -4.781
H -6.414 -18.196 -4.859
H -7.127 -18.200 -2.252
H 0.113 -18.615 -2.544
H 1.345 -17.294 -0.433
H -0.675 -17.251 1.525
C -6.675 -14.641 -1.603
Si -5.596 -14.673 -0.067
C -5.665 -13.063 0.910
C -3.842 -15.002 -0.596
N -6.234 -16.021 0.923
C -7.510 -16.031 1.340
C -8.563 -15.110 1.047
C -9.904 -15.321 1.436
C -10.247 -16.430 2.200
C -9.255 -17.377 2.487
C -7.912 -17.112 2.222
O -6.904 -17.891 2.720
C -7.291 -18.749 3.806
C -6.807 -20.159 3.676
C -6.717 -20.832 5.038
C -7.433 -20.424 6.156
C -8.012 -19.156 6.051
C -7.885 -18.272 4.919
H -6.088 -14.488 -2.514
H -7.505 -13.969 -1.605
H -7.080 -15.665 -1.694
H -4.982 -12.309 0.538
H -5.395 -13.259 1.945
H -6.645 -12.610 0.883
H -3.330 -14.103 -0.929
H -3.692 -15.774 -1.345
H -3.294 -15.412 0.245
H -8.341 -14.203 0.483
H -10.621 -14.549 1.110
H -11.289 -16.591 2.490
H -9.500 -18.314 2.998
H -7.583 -20.696 3.121
H -6.159 -21.783 5.047
H -7.476 -21.018 7.078
H -8.557 -18.795 6.906
H -8.336 -17.261 4.945
C -5.465 -20.165 3.037
H -4.644 -19.629 3.494
H -5.305 -20.975 2.350
*
```

For the calculated total energy, the calculation gives -1768.9876 hartree. The HOMO energy comes out at 1.89 eV. For the orbital gap, the calculation gives 1.957 eV.

=====

Record 2
DFT (ωB97M-V/def2-TZVPD) results for a molecular structure, C25H30BrInN2O2S4.

Structure (ORCA input):
```
! RIJCOSX wB97M-V def2-TZVPD def2/J DEFGRID3
* xyz 2 1
In 0.501 0.418 0.198
C 1.879 -2.157 2.283
C 1.940 -1.102 3.374
S 0.974 0.395 2.998
C -0.618 0.055 3.799
C -1.430 -1.088 3.219
S -1.889 -0.784 1.479
C -2.064 -2.501 0.885
C -1.853 -2.605 -0.614
S -0.215 -2.119 -1.221
C 0.856 -3.422 -0.535
C 2.281 -2.923 -0.369
S 2.519 -1.484 0.714
H 0.860 -2.500 2.112
H 2.512 -3.005 2.548
H 2.965 -0.756 3.508
H 1.587 -1.513 4.320
H -1.164 0.996 3.728
H -0.408 -0.141 4.851
H -2.359 -1.187 3.780
H -0.889 -2.032 3.279
H -3.083 -2.813 1.115
H -1.376 -3.138 1.441
H -2.541 -1.948 -1.148
H -2.038 -3.627 -0.943
H 0.863 -4.245 -1.248
H 0.434 -3.781 0.402
H 2.699 -2.616 -1.329
H 2.903 -3.722 0.035
Br -6.127 3.634 1.672
C -4.305 3.186 1.436
C -3.374 3.510 2.431
C -2.052 3.171 2.276
C -1.589 2.484 1.135
O -0.309 2.196 1.049
C -2.537 2.190 0.118
C -2.179 1.593 -1.123
N -1.047 1.018 -1.383
C -0.687 0.606 -2.674
C -1.551 0.351 -3.713
C -1.070 -0.002 -4.986
C 0.271 -0.091 -5.229
C 1.193 0.137 -4.184
C 2.592 0.065 -4.357
C 3.426 0.302 -3.297
C 2.863 0.558 -2.041
N 1.561 0.617 -1.845
C 0.711 0.458 -2.892
C -3.886 2.563 0.293
H -3.704 4.045 3.312
H -1.321 3.446 3.027
H -2.916 1.695 -1.920
H -2.621 0.425 -3.566
H -1.781 -0.185 -5.780
H 0.640 -0.331 -6.218
H 2.983 -0.174 -5.338
H 4.501 0.275 -3.405
H 3.492 0.717 -1.174
H -4.604 2.340 -0.488
C 3.638 2.405 1.080
O 2.319 1.943 0.739
H 3.643 2.850 2.074
H 3.989 3.133 0.349
H 4.305 1.546 1.078
H 1.687 2.667 0.883
*
```

For the calculated total energy, the calculation gives -5587.1077 hartree. The HOMO energy comes out at -12.92 eV. For the relative energy (zero: lowest compared OMol25 entry of this formula, charge and spin), the calculation gives 0.0 kJ/mol. For the orbital gap, the calculation gives 6.799 eV.

=====

Record 3
DFT (ωB97M-V/def2-TZVPD) results for a molecular structure, C25H30CaCl4CsFNaO17S2 at a distorted geometry.

Structure (ORCA input):
```
! RIJCOSX wB97M-V def2-TZVPD def2/J DEFGRID3
* xyz 1 1
C -1.964 0.929 4.792
C -1.718 0.024 3.826
C -0.697 0.406 2.820
C 0.599 0.206 3.204
C 1.643 0.596 2.126
C 1.208 1.116 0.966
C -0.142 1.294 0.702
C -1.056 0.935 1.596
C -0.542 1.914 -0.600
O -1.534 1.573 -1.160
C 0.421 2.897 -1.106
C 1.707 2.704 -0.857
C 2.154 1.530 -0.104
O 3.168 0.931 -0.335
H -2.172 1.947 4.488
H -1.897 0.713 5.843
H -2.238 -0.923 3.760
H 0.854 -0.225 4.242
H 2.790 0.459 2.354
H -2.094 1.063 1.331
H 0.054 3.754 -1.634
H 2.433 3.421 -1.183
Na -3.816 0.902 2.944
C 2.834 1.332 6.326
O 3.423 1.712 7.317
O 2.771 2.352 5.348
O 2.309 0.253 6.042
H 3.286 2.976 5.943
O -0.894 -0.656 -1.466
S -0.465 -2.029 -1.180
O 0.573 -1.949 -0.122
O 0.116 -2.696 -2.349
O -1.627 -2.798 -0.711
C -0.832 -4.363 1.392
Cl 0.831 -4.725 1.861
Cl -1.850 -4.025 2.821
H -0.834 -3.496 0.756
H -1.239 -5.222 0.870
Ca 1.804 4.221 5.742
C 3.406 1.544 -5.430
C 2.323 2.108 -4.535
O 1.844 3.199 -5.284
C 2.044 2.909 -6.613
O 1.535 3.487 -7.504
O 2.897 1.866 -6.733
F 2.823 2.592 -3.361
H 4.358 2.053 -5.278
H 3.546 0.475 -5.312
H 1.502 1.420 -4.327
Cs 2.888 0.512 4.144
C -4.857 2.556 7.287
Cl -3.259 3.293 7.113
Cl -5.140 1.279 6.084
H -4.932 2.110 8.270
H -5.608 3.322 7.154
O -2.536 -7.057 -0.871
S -1.977 -7.408 -2.144
O -2.821 -7.661 -3.267
O -0.994 -8.633 -1.946
C -1.513 -9.815 -1.291
C -2.409 -10.639 -2.192
C -0.770 -6.216 -2.601
H -2.026 -9.528 -0.372
H -0.637 -10.391 -1.006
H -3.328 -10.107 -2.430
H -2.674 -11.574 -1.697
H -1.907 -10.862 -3.132
H -0.103 -6.046 -1.761
H -1.299 -5.300 -2.855
H -0.225 -6.588 -3.463
O 1.474 7.265 -0.026
C 1.329 7.066 -1.197
O 1.608 5.869 -1.761
C 1.441 5.936 -3.196
C 0.502 7.113 -3.432
C 0.868 8.043 -2.268
H 2.420 6.088 -3.652
H 1.038 4.991 -3.547
H 0.614 7.557 -4.416
H -0.534 6.789 -3.326
H 1.699 8.706 -2.514
H 0.022 8.624 -1.915
*
```

For the calculated total energy, the calculation gives -5845.8724 hartree. The HOMO energy comes out at -8.57 eV. For the relative energy (zero: lowest compared OMol25 entry of this formula, charge and spin), the calculation gives 0.0 kJ/mol. For the orbital gap, the calculation gives 1.532 eV.

=====

Record 4
DFT (ωB97M-V/def2-TZVPD) results for 7 unconnected molecules or ions with the total composition C25H30Cl4N6 at a distorted geometry.

Structure (ORCA input):
```
! RIJCOSX wB97M-V def2-TZVPD def2/J DEFGRID3
* xyz 0 1
C 0.185 -6.180 -1.969
Cl 1.127 -4.756 -1.545
Cl 0.291 -6.494 -3.687
Cl 0.784 -7.561 -1.011
Cl -1.540 -5.922 -1.518
N 3.065 1.042 -0.012
C 3.489 1.016 -1.304
C 3.748 -0.312 -1.653
C 3.566 -1.043 -0.455
C 3.252 -0.183 0.572
H 2.962 1.884 0.543
H 3.583 1.968 -1.800
H 4.127 -0.621 -2.610
H 3.802 -2.091 -0.340
H 3.096 -0.484 1.593
N 1.346 2.244 2.773
C 2.486 2.178 3.524
C 3.366 3.104 2.996
C 2.692 3.806 1.968
C 1.407 3.314 1.918
H 0.513 1.738 3.035
H 2.701 1.341 4.167
H 4.367 3.296 3.350
H 2.931 4.659 1.352
H 0.548 3.552 1.311
N -1.390 1.590 -0.817
C -0.166 1.862 -1.359
C 0.021 3.234 -1.405
C -1.124 3.792 -0.789
C -1.882 2.764 -0.289
H -1.708 0.649 -0.629
H 0.442 1.026 -1.665
H 0.840 3.749 -1.875
H -1.365 4.843 -0.747
H -2.712 2.772 0.398
N 0.221 -1.079 0.152
C -0.423 -1.744 -0.869
C -1.690 -2.026 -0.450
C -1.802 -1.612 0.896
C -0.598 -1.020 1.256
H 1.102 -0.596 0.039
H 0.180 -2.080 -1.694
H -2.487 -2.435 -1.051
H -2.675 -1.579 1.523
H -0.292 -0.607 2.202
N -2.003 -2.470 -5.676
C -3.231 -2.146 -5.137
C -2.990 -1.233 -4.142
C -1.601 -0.966 -4.082
C -1.040 -1.667 -5.132
H -1.772 -3.106 -6.415
H -4.071 -2.734 -5.464
H -3.764 -0.836 -3.503
H -1.079 -0.348 -3.373
H 0.009 -1.751 -5.366
N -2.626 1.080 3.669
C -2.570 -0.231 4.051
C -1.534 -0.408 4.944
C -0.990 0.891 5.176
C -1.609 1.746 4.315
H -3.311 1.519 3.086
H -3.251 -0.935 3.602
H -1.360 -1.298 5.524
H -0.171 1.121 5.838
H -1.419 2.778 4.061
*
```

For the calculated total energy, the calculation gives -3139.8520 hartree. The SMILES is ClC(Cl)(Cl)Cl.c1cc[nH]c1.c1cc[nH]c1.c1cc[nH]c1.c1cc[nH]c1.c1cc[nH]c1.c1cc[nH]c1. The HOMO energy comes out at -8.12 eV. For the relative energy (zero: lowest compared OMol25 entry of this formula, charge and spin), the calculation gives 8.7 kJ/mol. For the orbital gap, the calculation gives 8.396 eV.

=====

Record 5
DFT (ωB97M-V/def2-TZVPD) results for a molecular structure, C25H30F5MgN8S2.

Structure (ORCA input):
```
! RIJCOSX wB97M-V def2-TZVPD def2/J DEFGRID3
* xyz 1 1
Mg 0.144 0.354 -0.185
C 2.119 2.775 -1.353
N 1.809 3.505 -0.145
C 2.804 4.445 0.342
C 2.085 5.076 1.522
N 1.072 4.074 1.863
C 0.082 4.526 2.831
C 0.906 3.200 0.822
N 0.045 2.212 0.724
C -0.920 2.000 1.813
C -1.765 0.753 1.554
N -0.855 -0.377 1.437
C -1.139 -1.521 2.001
N -2.375 -2.006 2.289
C -3.584 -1.649 1.569
C -2.297 -3.331 2.899
C -0.790 -3.597 2.991
N -0.191 -2.418 2.376
C 1.148 -2.051 2.788
H 2.297 3.492 -2.156
H 1.290 2.141 -1.643
H 3.016 2.164 -1.232
H 3.065 5.168 -0.429
H 3.712 3.916 0.649
H 1.599 6.017 1.244
H 2.738 5.253 2.375
H 0.579 5.244 3.480
H -0.287 3.724 3.459
H -0.760 5.036 2.352
H -1.605 2.848 1.923
H -0.397 1.842 2.761
H -2.352 0.898 0.640
H -2.459 0.647 2.392
H -3.348 -0.982 0.745
H -4.315 -1.169 2.223
H -4.039 -2.551 1.158
H -2.799 -4.064 2.264
H -2.785 -3.338 3.874
H -0.490 -4.502 2.460
H -0.456 -3.685 4.027
H 1.876 -2.734 2.349
H 1.234 -2.106 3.879
H 1.372 -1.044 2.459
F 1.021 -6.138 -1.553
C 1.313 -4.889 -1.211
C 2.587 -4.550 -0.775
F 3.513 -5.496 -0.672
C 2.886 -3.241 -0.448
F 4.122 -2.958 -0.046
C 1.939 -2.211 -0.525
S 2.367 -0.575 -0.158
C 0.672 -2.608 -0.935
F -0.321 -1.673 -1.004
C 0.350 -3.902 -1.288
F -0.889 -4.196 -1.689
N -2.174 2.611 -1.375
C -1.814 1.649 -2.249
N -0.751 0.892 -2.115
C -0.556 0.112 -3.260
C 0.547 -0.694 -3.523
C 0.606 -1.384 -4.721
C -0.417 -1.281 -5.662
C -1.515 -0.473 -5.422
C -1.565 0.218 -4.222
S -2.760 1.376 -3.693
H -1.450 2.893 -0.723
H -2.864 3.285 -1.654
H 1.353 -0.762 -2.800
H 1.469 -2.002 -4.927
H -0.344 -1.820 -6.596
H -2.309 -0.369 -6.149
*
```

For the calculated total energy, the calculation gives -2904.4549 hartree. The HOMO energy comes out at -10.09 eV. For the orbital gap, the calculation gives 7.972 eV.

=====

Record 6
DFT (ωB97M-V/def2-TZVPD) results for a molecular structure, C25H30IIrN4O2S at a distorted geometry.

Structure (ORCA input):
```
! RIJCOSX wB97M-V def2-TZVPD def2/J DEFGRID3
* xyz 1 2
Ir 0.737 -1.161 -1.052
C 3.293 0.580 0.861
C 3.286 0.399 -0.653
C 4.741 0.363 -1.144
C 2.517 -0.886 -0.978
C 2.493 1.475 -1.374
C 2.327 1.289 -2.781
C 1.488 2.146 -3.528
C 0.762 3.110 -2.915
C 0.838 3.312 -1.445
C 1.834 2.466 -0.742
H 3.849 -0.237 1.328
H 2.275 0.574 1.249
H 3.786 1.518 1.129
H 5.277 -0.465 -0.673
H 5.255 1.291 -0.887
H 4.803 0.232 -2.225
H 3.176 -1.739 -1.207
H 2.857 0.491 -3.284
H 1.409 2.010 -4.600
H 0.085 3.745 -3.473
H 0.975 4.366 -1.203
H 1.903 2.605 0.330
S 0.492 -2.860 0.513
C 0.906 -2.077 2.026
N 0.002 -1.394 2.711
C 0.236 -0.819 4.039
C 1.714 -0.503 4.187
C 2.528 -1.740 3.846
N 2.121 -2.224 2.524
H -0.916 -1.338 2.302
H -0.086 -1.526 4.806
H -0.369 0.080 4.132
H 1.930 -0.181 5.204
H 1.984 0.305 3.507
H 2.370 -2.526 4.587
H 3.591 -1.512 3.815
H 2.745 -2.804 1.986
C -4.565 -2.957 -1.819
N -3.293 -2.318 -2.134
C -3.078 -1.360 -3.099
C -1.758 -1.053 -3.035
N -1.154 -1.811 -2.049
C -2.120 -2.547 -1.527
H -5.367 -2.230 -1.919
H -4.540 -3.316 -0.794
H -4.753 -3.796 -2.487
H -3.864 -1.011 -3.747
H -1.196 -0.350 -3.626
H -1.996 -3.276 -0.742
I -6.304 0.674 2.342
C -4.527 1.069 1.345
C -3.632 0.031 1.108
C -2.459 0.289 0.418
C -2.170 1.577 -0.016
C -3.061 2.611 0.237
C -4.248 2.358 0.912
C -0.909 1.797 -0.779
O -0.528 3.064 -0.836
O -0.296 0.897 -1.315
H -3.865 -0.971 1.448
H -1.754 -0.505 0.204
H -2.830 3.612 -0.102
H -4.949 3.159 1.095
*
```

For the calculated total energy, the calculation gives -2140.0878 hartree. The HOMO energy (alpha / beta) comes out at -9.73 / -9.98 eV. For the relative energy (zero: lowest compared OMol25 entry of this formula, charge and spin), the calculation gives 285.3 kJ/mol. For the orbital gap (alpha / beta), the calculation gives 7.267 / 6.635 eV.

=====

Record 7
DFT (ωB97M-V/def2-TZVPD) results for a molecular structure, C25H30N3O5Re at a distorted geometry.

Structure (ORCA input):
```
! RIJCOSX wB97M-V def2-TZVPD def2/J DEFGRID3
* xyz -1 4
C -0.141 -0.166 -6.197
C -0.658 -1.161 -5.112
C -0.302 1.260 -5.622
C -1.434 1.120 -4.590
H -0.533 1.957 -6.435
H 0.634 1.555 -5.122
C -1.130 -0.290 -3.940
H 0.171 -1.826 -4.838
H -1.478 -1.773 -5.522
C 0.018 -0.225 -2.911
H -2.044 -0.689 -3.469
H -2.386 1.006 -5.145
C -1.623 2.233 -3.652
C 1.311 -0.352 -6.585
C -0.826 -0.297 -7.570
O -1.576 0.581 -7.956
O 2.126 -1.059 -6.012
O 1.606 0.355 -7.688
O -0.552 -1.342 -8.381
C 0.050 -2.606 -8.020
H -0.024 -2.851 -6.952
H 1.096 -2.613 -8.349
H -0.511 -3.336 -8.609
C 2.962 0.248 -8.124
H 3.630 0.731 -7.400
H 2.990 0.765 -9.082
H 3.248 -0.803 -8.242
O -0.391 0.400 -1.714
H 0.892 0.310 -3.348
H 0.377 -1.259 -2.702
C -2.976 2.515 -3.165
C -0.511 3.100 -3.271
H -0.012 3.560 -4.140
H 0.256 2.553 -2.694
H -0.878 3.909 -2.625
H -2.954 2.842 -2.116
H -3.630 1.636 -3.247
H -3.442 3.332 -3.745
Re 0.425 -0.125 0.086
C -1.766 -0.910 1.525
C -2.371 -0.965 0.255
C -1.520 -1.668 -0.636
H -3.343 -0.559 -0.015
C -0.358 -2.124 0.102
C -0.489 -1.583 1.465
H 0.107 -1.890 2.321
H -2.209 -0.508 2.434
H -1.752 -1.941 -1.665
H 0.333 -2.898 -0.225
C 2.052 1.242 0.604
C 2.046 0.089 1.469
C 2.242 -1.072 0.651
H 2.019 0.109 2.553
C 2.318 -0.645 -0.718
C 2.204 0.796 -0.745
H 2.271 1.434 -1.623
H 2.031 2.277 0.913
H 2.400 -2.088 1.005
H 2.554 -1.278 -1.573
N -0.603 1.521 1.002
C -0.558 1.937 2.125
N -0.665 2.548 3.220
C -0.282 2.136 4.419
N 0.030 1.828 5.510
*
```

For the calculated total energy, the calculation gives -1589.2598 hartree. The HOMO energy (alpha / beta) comes out at -2.67 / -3.77 eV. For the orbital gap (alpha / beta), the calculation gives 4.900 / 6.002 eV.